No. 1
Below is a cluster of 2 separate species, C28H27N3O4 in total in a non-equilibrium geometry, with properties calculated with wB97M-V/def2-TZVPD.

XYZ file:
```
62
Properties=species:S:1:pos:R:3:forces:R:3
C -6.333652 -2.285461 0.600541 -0.190 -0.157 -0.033
C -5.305440 -1.194260 0.695617 0.223 0.088 -0.026
C -4.437445 -1.136001 1.790749 0.148 0.454 -0.226
C -3.477218 -0.124880 1.898631 -0.239 -0.173 -0.244
C -2.610711 -0.049074 3.111194 0.155 -0.261 0.407
C -3.361564 0.795934 0.852731 -1.059 -0.596 0.073
N -2.428920 1.874496 0.945652 1.003 1.255 -0.104
C -1.073328 1.834045 0.778233 -1.985 1.085 0.565
C -0.334470 0.612272 0.475243 1.097 -3.465 -1.071
C 1.098949 0.760482 0.216362 -0.853 0.217 -0.126
C 1.964810 -0.173469 0.662431 -0.554 0.000 0.541
C 3.377423 0.077926 0.928932 1.132 -0.026 -0.328
C 3.993225 -0.482233 2.073377 -0.408 0.220 -0.597
C 5.339574 -0.247692 2.334605 0.074 0.186 -0.203
C 6.102319 0.521124 1.445345 -0.306 -0.038 0.038
C 5.502608 1.075155 0.308488 -0.214 -0.050 0.124
C 4.145923 0.876027 0.058870 -0.057 -0.286 0.278
O -0.914073 -0.494818 0.473429 0.536 2.224 0.520
N -0.615067 3.085734 0.969285 -0.628 -0.138 -0.078
C 0.760765 3.549486 0.953919 0.727 0.615 0.060
C -1.687784 3.940452 1.204014 0.792 -0.263 -0.133
C -2.807522 3.201030 1.178926 0.087 -1.129 -0.016
C -4.232361 0.782395 -0.236757 -0.046 -0.347 0.190
C -4.149501 1.817297 -1.310610 -0.139 0.117 -0.555
C -5.199157 -0.226852 -0.305966 0.220 0.028 0.279
H -7.112514 -2.013003 -0.120847 0.118 -0.127 0.177
H -5.884694 -3.233842 0.270486 -0.063 0.272 0.074
H -6.803306 -2.466341 1.576242 0.082 0.035 -0.248
H -4.507036 -1.883426 2.585277 -0.028 0.255 -0.226
H -2.498145 0.973876 3.486375 -0.001 -0.107 -0.070
H -3.066738 -0.652915 3.903108 0.174 0.183 -0.053
H -1.614624 -0.462978 2.915215 -0.135 0.111 -0.031
H 1.388688 1.566520 -0.455407 0.292 0.034 0.646
H 1.551789 -1.099561 1.080973 0.000 0.425 0.066
H 3.383093 -1.087632 2.747457 0.253 0.094 -0.159
H 5.797856 -0.673093 3.226957 -0.081 0.100 -0.235
H 7.161288 0.693119 1.640000 -0.277 -0.085 -0.056
H 6.089134 1.657028 -0.400548 -0.065 -0.123 0.201
H 3.664493 1.268836 -0.838304 0.246 -0.166 0.163
H 0.765815 4.546997 1.403006 -0.023 -0.190 -0.046
H 1.416207 2.892304 1.537497 -0.300 0.119 -0.250
H 1.143325 3.641240 -0.070574 -0.152 -0.120 0.322
H -1.533609 4.993043 1.367936 -0.017 -0.060 -0.010
H -3.834800 3.483482 1.310487 -0.064 -0.095 0.054
H -4.744520 1.478499 -2.165093 0.164 0.185 0.087
H -4.561034 2.784185 -0.990744 0.116 -0.176 -0.060
H -3.122777 1.976121 -1.660749 -0.164 -0.004 0.076
H -5.877708 -0.254042 -1.162485 0.212 0.011 0.269
O 2.111967 -0.575971 -1.835794 0.275 0.300 0.749
C 2.595035 -1.644187 -2.255058 0.143 -0.850 -1.531
C 2.578443 -2.013797 -3.693007 0.119 0.555 1.376
N 2.331743 -0.978887 -4.655876 -0.442 0.733 -1.007
O 2.430217 0.218389 -4.322505 -0.078 -1.692 -0.649
O 2.034026 -1.327416 -5.825665 0.393 0.523 1.395
C 2.771844 -3.325866 -4.112104 0.229 -0.348 0.372
C 3.146004 -4.301223 -3.185143 -0.160 -0.053 -0.546
C 3.367503 -3.953453 -1.839413 -0.031 0.598 -0.020
C 3.160275 -2.662647 -1.396967 -0.300 -0.028 -0.223
H 2.633275 -3.554500 -5.169622 0.117 0.021 0.340
H 3.284773 -5.330272 -3.514236 -0.011 0.255 0.071
H 3.704234 -4.700749 -1.120811 -0.013 0.066 -0.228
H 3.333123 -2.366949 -0.363305 -0.044 -0.208 -0.124
```
Positions in Å, forces in eV/Å.

Frontier orbital gap (eV): 4.45
Max |F| (eV Å⁻¹): 3.789
Electronic energy (eV): -42128.938
Charge: 0
HOMO level (eV): -6.0

Löwdin atomic charge list, values in e, 4 entries: number 1, C, carries -0.048; number 2, C, carries -0.250; number 3, C, carries 0.014; number 4, C, carries -0.196

No. 2
Below is a structure of composition C28H27N4O8PtSTe, with properties calculated with wB97M-V/def2-TZVPD.

XYZ file:
```
70
Properties=species:S:1:pos:R:3:forces:R:3
Pt -2.856359 0.726517 0.600008 -0.607 0.667 -0.049
O -0.978704 4.267930 1.319945 -0.034 -0.018 0.015
C -1.577661 3.469295 0.606557 0.006 0.197 -0.078
O -2.665494 2.868686 0.934449 0.210 -0.397 0.206
C -1.069526 3.266710 -0.816532 0.055 -0.006 0.013
C -0.151855 4.186876 -1.249994 0.022 -0.014 0.008
C 0.398197 4.135873 -2.533165 0.016 -0.060 0.014
C 0.018702 3.140340 -3.414110 -0.049 -0.018 -0.007
C -0.930776 2.232910 -3.013067 0.037 0.049 0.036
C -1.517005 2.211654 -1.693495 -0.063 -0.123 -0.059
O -2.308638 1.275904 -1.380774 0.122 0.106 0.003
N -1.291738 1.220267 -3.997848 -0.033 -0.056 -0.050
O -2.428367 0.804836 -4.029122 -0.015 0.036 0.012
O -0.414087 0.854791 -4.777319 0.043 -0.002 -0.004
N 1.371569 5.109424 -2.947590 -0.093 0.146 -0.074
O 1.723090 5.964127 -2.144499 0.042 -0.053 0.025
O 1.803500 5.060006 -4.094968 0.033 -0.049 0.031
H 0.146765 4.956393 -0.553026 0.007 0.005 0.004
H 0.449463 3.075004 -4.401117 -0.001 -0.003 0.005
S -7.317737 -0.234900 -1.011245 0.035 -0.009 0.029
C -5.768834 0.017261 -0.541043 -0.081 -0.011 -0.030
N -4.670539 0.197624 -0.205440 0.177 -0.247 0.019
C -4.893196 1.174744 3.112250 0.001 -0.007 0.045
C -3.656900 0.334191 3.370190 -0.262 0.201 0.058
O -3.378861 -0.084305 4.494897 -0.019 0.023 -0.044
N -2.864649 0.066337 2.302025 0.462 -0.307 -0.101
Te -0.760403 -1.940591 1.404417 -0.211 -0.001 -0.010
C 0.763351 -3.248515 0.671861 0.007 -0.053 -0.099
C 2.082223 -3.161825 1.126637 0.062 0.013 0.009
C 2.517621 -2.148430 2.150478 0.011 0.015 -0.004
C 3.043380 -4.031097 0.608693 0.036 -0.030 0.008
C 2.732040 -4.992331 -0.337615 0.005 0.025 0.024
C 3.784470 -5.914849 -0.893311 0.003 -0.001 -0.003
C 1.412829 -5.081635 -0.765476 -0.031 0.024 0.022
C 0.427119 -4.229621 -0.280770 0.027 -0.004 0.020
C -0.975798 -4.377128 -0.812603 0.031 0.022 0.031
C 0.331553 -0.164494 0.981927 -0.094 0.019 0.083
C 0.675560 0.720225 2.010899 0.067 0.043 -0.023
C 0.186710 0.606223 3.429359 -0.024 0.014 -0.035
C 1.510832 1.797767 1.709182 -0.012 -0.036 -0.021
C 2.005303 2.016267 0.435023 -0.035 -0.006 0.071
C 2.921835 3.171610 0.145246 -0.009 0.071 -0.010
C 1.594573 1.159613 -0.579076 0.058 -0.013 -0.039
C 0.751423 0.083666 -0.336702 0.018 -0.055 -0.024
C 0.300801 -0.748615 -1.506117 -0.044 -0.037 -0.031
H -5.384569 1.401352 4.057198 0.007 -0.011 0.000
H -5.576916 0.633441 2.455920 0.004 0.003 -0.006
H -4.610984 2.093586 2.595647 0.002 0.011 0.014
H 1.740791 -1.981891 2.900121 0.036 -0.027 -0.025
H 2.714455 -1.179796 1.683702 0.004 -0.026 0.018
H 3.428794 -2.481340 2.649692 0.021 0.003 0.007
H 4.066206 -3.949473 0.965795 0.001 -0.002 -0.004
H 4.748611 -5.743742 -0.413328 -0.002 0.000 0.000
H 3.912919 -5.762573 -1.967385 0.001 0.000 0.000
H 3.512983 -6.962173 -0.742972 0.000 -0.001 -0.001
H 1.142138 -5.829536 -1.505378 0.002 -0.001 0.000
H -1.021748 -5.175660 -1.554078 0.004 0.006 -0.001
H -1.317880 -3.449074 -1.273016 -0.013 0.025 -0.009
H -1.688198 -4.608973 -0.019081 0.000 0.000 0.011
H -0.234381 -0.368800 3.660862 0.017 -0.019 -0.008
H -0.610557 1.333246 3.596703 -0.018 0.002 -0.003
H 0.997480 0.825519 4.127960 0.001 0.010 -0.003
H 1.769709 2.488707 2.505021 0.000 0.003 -0.003
H 3.333972 3.581319 1.068107 0.009 -0.002 -0.004
H 2.393668 3.981769 -0.364273 0.000 -0.031 0.023
H 3.750024 2.866831 -0.497846 -0.004 -0.006 -0.006
H 1.923638 1.344032 -1.597893 -0.003 0.001 0.003
H 0.652613 -0.307603 -2.439699 0.006 -0.011 0.002
H -0.791554 -0.790263 -1.538283 0.027 -0.009 -0.003
H 0.673002 -1.773642 -1.451512 0.021 0.022 0.000
```
Positions in Å, forces in eV/Å.

Frontier orbital gap (spin up / spin down) (eV): 6.67 / 6.70
Max |F| (eV Å⁻¹): 0.903
Electronic energy (eV): -73186.721
Charge: -2
<S²>: 0.765
HOMO level (spin up / spin down) (eV): -2.9 / -2.9
2S+1: 2

Löwdin atomic charge list, values in e, 4 entries: number 1, Pt, carries 1.193; number 2, O, carries 0.020; number 3, C, carries -0.617; number 4, O, carries -0.152

No. 3
Below is a structure of composition C28H27N5O3Zn, with properties calculated with wB97M-V/def2-TZVPD.

XYZ file:
```
64
Properties=species:S:1:pos:R:3:forces:R:3
Zn -0.364064 0.104490 0.092475 0.054 0.115 -0.119
C -1.869821 3.178197 -3.068743 -0.003 0.016 -0.013
C -1.116395 2.545273 -2.066566 0.014 -0.018 0.019
N -1.327571 1.306468 -1.694824 0.048 -0.051 0.056
C -2.277727 0.567032 -2.312755 -0.049 0.029 -0.067
C -3.065861 1.107432 -3.354480 0.029 -0.021 0.047
C -2.844479 2.458136 -3.699112 0.006 0.015 -0.003
C -3.994429 0.287127 -4.035821 -0.016 -0.007 -0.019
C -4.063664 -1.031890 -3.696199 0.000 0.000 0.009
C -3.282506 -1.589656 -2.665716 -0.008 -0.005 -0.013
C -2.396590 -0.824820 -1.917898 0.078 0.022 0.062
N -1.551251 -1.221430 -0.922453 -0.157 -0.050 -0.050
C -1.280259 -2.533267 -0.620047 -0.062 -0.018 0.020
C -2.156954 -3.604244 -0.573451 -0.005 0.027 -0.003
C -1.718840 -4.912536 -0.281559 0.020 -0.018 0.000
C -0.409653 -5.191183 -0.018719 -0.011 -0.008 0.007
C 0.522166 -4.126088 0.013720 -0.016 0.054 -0.012
C 1.891379 -4.308202 0.313967 0.005 -0.006 0.006
C 2.729272 -3.232448 0.361257 0.020 0.004 0.006
C 2.192854 -1.949547 0.140709 -0.016 -0.001 -0.003
N 0.931862 -1.748075 -0.146513 0.072 -0.027 -0.059
C 0.088748 -2.810592 -0.250289 0.071 -0.042 0.009
H -1.662388 4.206022 -3.332896 -0.003 -0.001 -0.002
H -0.303134 3.064120 -1.567714 -0.001 -0.004 0.004
H -3.441787 2.902861 -4.486495 -0.005 -0.005 0.000
H -4.603309 0.705793 -4.826514 -0.001 -0.003 0.001
H -4.740953 -1.687800 -4.229944 -0.002 0.006 -0.004
H -3.376917 -2.647982 -2.494791 0.014 -0.020 0.039
H -3.212040 -3.444297 -0.731452 -0.011 0.024 -0.027
H -2.450884 -5.710750 -0.273814 0.004 -0.002 0.000
H -0.073570 -6.200039 0.183668 -0.007 -0.002 -0.001
H 2.256929 -5.309529 0.509585 0.005 0.003 -0.002
H 3.781293 -3.338201 0.586395 -0.003 -0.018 -0.001
H 2.822872 -1.071493 0.221145 -0.012 0.007 -0.001
N -0.833363 -1.002897 2.069867 0.049 0.026 -0.010
C -0.903787 -0.314987 3.366976 -0.009 0.020 0.067
C -1.866499 0.863269 3.345645 -0.024 -0.009 -0.041
C -1.347480 2.063289 2.569085 0.050 -0.028 -0.001
N -1.348703 1.815132 1.118767 -0.036 0.025 -0.049
H -1.688514 -1.524024 1.895362 -0.005 0.016 0.003
H -0.084709 -1.686256 2.101433 -0.010 -0.003 0.009
H 0.098157 0.049038 3.595101 -0.007 -0.017 -0.025
H -1.193194 -1.008279 4.163831 -0.022 0.003 -0.003
H -2.053548 1.174339 4.375896 0.017 0.004 0.004
H -2.836443 0.550127 2.940178 -0.001 -0.007 0.006
H -0.315934 2.261918 2.862717 -0.005 -0.007 0.002
H -1.941119 2.949918 2.811673 -0.004 0.001 0.021
H -0.819486 2.536076 0.639125 -0.040 0.035 0.028
H -2.293775 1.862824 0.750936 -0.003 -0.005 -0.002
O 3.819872 1.523616 2.993149 -0.038 -0.016 -0.003
C 4.146222 2.101951 1.825956 0.007 0.013 -0.038
C 5.373985 2.760497 1.733443 -0.003 -0.002 0.013
C 5.749792 3.362810 0.550110 -0.006 -0.003 -0.002
C 4.918174 3.324444 -0.568405 0.007 0.005 0.002
C 3.704355 2.673523 -0.478980 -0.010 -0.008 0.006
C 3.298375 2.059940 0.706743 -0.002 -0.006 0.010
C 1.985163 1.358055 0.773513 -0.086 -0.012 0.001
O 1.255386 1.343285 -0.264088 0.005 -0.080 0.119
O 1.639954 0.790968 1.846042 0.101 0.049 0.002
H 2.930267 1.111723 2.840616 0.010 0.003 0.008
H 6.011725 2.780979 2.607299 0.002 0.003 -0.003
H 6.705739 3.868858 0.494142 -0.001 0.001 -0.003
H 5.222237 3.795525 -1.493254 -0.002 -0.001 0.000
H 3.034822 2.615461 -1.327030 0.009 0.006 -0.005
```
Positions in Å, forces in eV/Å.

Frontier orbital gap (eV): 6.93
Max |F| (eV Å⁻¹): 0.174
Electronic energy (eV): -91489.674
Charge: 0
HOMO level (eV): -6.8

Löwdin atomic charge list, values in e, 4 entries: number 1, Zn, carries 0.697; number 2, C, carries -0.050; number 3, C, carries -0.134; number 4, N, carries 0.069